Entry w
Molecular formula: C20H23N3O4
Method: DFT, ωB97M-V with the def2-TZVPD basis set

Computed properties:
HOMO-LUMO gap, eV: 8.00
SMILES: N[C@@H](Cc1c[nH]c2ccccc12)C(=O)O.N[C@@H](Cc1ccccc1)C(=O)O

Structure (ORCA input):
```
! RIJCOSX wB97M-V def2-TZVPD def2/J DEFGRID3
* xyz 0 1
O -6.91824 -2.09265 -0.98615
O -8.08850 -1.16321 0.76749
O 2.44915 -2.25440 -0.52756
O 3.16484 -2.36942 1.58858
N -6.66031 1.19459 0.48853
N 5.35485 -2.18453 -1.51826
N -2.60906 2.39169 -0.23703
C -7.25025 -1.10048 -0.09927
C 3.12117 1.90337 0.83830
C -2.49157 0.18831 -0.15069
C -3.85605 1.90325 0.05666
C -0.33159 1.30881 -0.59591
C -1.91672 -1.09983 -0.14045
C 3.67695 2.85255 0.00623
C -1.72879 1.34578 -0.34965
C 5.00148 0.44697 0.39898
C 4.87533 -2.11132 -0.11515
C -3.85385 0.55276 0.11041
C 5.60466 1.42747 -0.42034
C 3.40741 -2.27608 0.21546
C 3.79383 0.73682 1.03730
C 5.55598 -0.90491 0.62158
C -6.27156 0.00401 -0.21202
C -4.95408 -0.45156 0.32904
C -0.51612 -1.17334 -0.22766
C 0.19840 0.00913 -0.44170
C 4.87566 2.59135 -0.66795
H 4.69820 -2.67399 -1.97758
H 6.58905 -0.92360 0.30529
H -2.39873 3.32481 -0.57442
H 1.34517 -0.05771 -0.63193
H -7.69290 1.37166 0.29393
H 0.25422 1.98223 -1.06918
H 3.21998 3.81405 -0.14487
H 5.58268 -1.12330 1.75885
H 0.00162 -2.11212 -0.13860
H -7.47098 -2.82758 -0.81495
H -4.66167 2.64601 0.20219
H -4.67106 -1.35213 -0.18294
H 4.04531 -2.62004 2.03917
H 2.06347 2.04203 1.27435
H 5.27992 3.28491 -1.30395
H -6.10622 0.15762 -1.23805
H -5.07028 -0.72340 1.43515
H -2.47315 -1.97773 0.01760
H 3.36898 -0.01589 1.73326
H 5.26979 -1.31098 -1.85914
H -6.63805 0.94905 1.47431
H 6.55327 1.44170 -0.68339
H 5.27835 -2.97070 0.31610
*
```

Results of the Löwdin charge analysis, in e, for atoms 1 through 5: 0.121, 0.117, 0.110, 0.046, 0.063

---

Entry x
Molecular formula: C20H23N3O4
Method: DFT, ωB97M-V with the def2-TZVPD basis set

Computed properties:
HOMO-LUMO gap, eV: 7.99
SMILES: COc1ccc(C(=O)N2CCN(CCc3ccccc3)CC2)cc1[N+](=O)[O-]

Structure (ORCA input):
```
! RIJCOSX wB97M-V def2-TZVPD def2/J DEFGRID3
* xyz 0 1
O -1.44901 2.85187 1.52511
O -5.76013 -1.51240 -0.02191
O -1.99389 -2.79697 -0.20444
O -4.01073 -3.31687 0.31137
N 1.83153 0.64364 -0.48028
N -0.41416 2.04699 -0.30454
N -3.14086 -2.50839 0.08672
C -4.95405 0.75975 0.22127
C 6.42932 -1.24961 -0.10213
C 2.01512 2.07425 -0.53389
C -4.77137 -0.62445 0.12620
C -7.09573 -1.06757 -0.09136
C -3.88014 1.61662 0.34259
C 2.26487 -1.34106 0.90783
C 5.47576 -1.40684 -1.09335
C 1.71691 0.09458 0.85888
C 0.77002 2.84730 -0.04654
C 3.72412 -1.34559 0.55739
C 4.13283 -1.45447 -0.76493
C -3.44678 -1.10559 0.16595
C 0.79704 0.22925 -1.40969
C -0.34025 1.27588 -1.52167
C 6.03175 -1.14009 1.21925
C 4.68778 -1.18518 1.54451
C -2.57220 1.13686 0.35116
C -2.37392 -0.22967 0.28109
C -1.43644 2.08949 0.57379
H 6.77079 -1.01953 1.99836
H 1.71060 -1.97279 0.21251
H -1.38428 -0.65760 0.33621
H 2.11663 -1.72997 1.91678
H -4.04690 2.67895 0.43467
H -1.29580 0.79559 -1.72798
H 0.68415 0.10289 1.23991
H 2.23682 2.33256 -1.57328
H 7.47839 -1.21450 -0.35753
H -7.39632 -0.56047 0.82984
H 5.78102 -1.49416 -2.12624
H 4.38288 -1.09936 2.57845
H -7.25379 -0.40429 -0.94706
H 0.39947 -0.73525 -1.09378
H -7.69062 -1.97015 -0.21684
H 2.88234 2.34649 0.06982
H 1.25125 0.09552 -2.39830
H 0.80625 3.03111 1.02922
H 2.32157 0.71339 1.52549
H 0.69154 3.81539 -0.55600
H -5.95028 1.17076 0.20857
H 3.39117 -1.57802 -1.53950
H -0.12428 1.97168 -2.34166
*
```

Results of the Löwdin charge analysis, in e, for atoms 1 through 5: 0.073, -0.063, 0.063, 0.114, -0.167

---

Quick one: least stable of them? entry x

---

Entry w
Molecular formula: C3H3N2O
Method: DFT, ωB97M-V with the def2-TZVPD basis set

Computed properties:
HOMO-LUMO gap (spin up / spin down), eV: 7.09 / 7.10

Structure (ORCA input):
```
! RIJCOSX wB97M-V def2-TZVPD def2/J DEFGRID3
* xyz 1 1
O -2.30106 0.11262 0.13081
N 0.87824 -0.85454 -0.01923
N -0.11808 1.10705 -0.08109
C 1.10664 0.44364 0.04240
C -1.21201 0.45245 -0.07671
C 0.04526 -1.68227 -0.11117
H -0.03736 2.07215 -0.47840
H 2.11833 0.74312 0.24806
H -0.47996 -2.39421 0.34533
*
```

Results of the Löwdin charge analysis, in e, for atoms 1 through 5: 0.333, 0.061, 0.167, -0.092, -0.130

---

Entry x
Molecular formula: C3H3N2O
Method: DFT, ωB97M-V with the def2-TZVPD basis set

Computed properties:
HOMO-LUMO gap (spin up / spin down), eV: 8.11 / 8.10

Structure (ORCA input):
```
! RIJCOSX wB97M-V def2-TZVPD def2/J DEFGRID3
* xyz 1 1
O -5.59171 -0.80928 -0.11952
N -0.56419 0.43522 0.48172
N -2.75705 1.34104 -0.17290
C -1.69563 0.99002 0.07062
C -4.66190 -0.25893 0.08750
C 0.29521 -0.10422 -0.38801
H -0.44595 0.43045 1.61586
H 0.17254 -0.03685 -1.49916
H 1.16243 -0.62609 -0.20296
*
```

Results of the Löwdin charge analysis, in e, for atoms 1 through 5: 0.110, 0.101, 0.229, -0.247, -0.032

---

Quick one: least stable of them? entry w

---

Entry w
Molecular formula: C6H10N4
Method: DFT, ωB97M-V with the def2-TZVPD basis set

Computed properties:
HOMO-LUMO gap (spin up / spin down), eV: 7.56 / 7.56

Structure (ORCA input):
```
! RIJCOSX wB97M-V def2-TZVPD def2/J DEFGRID3
* xyz 0 1
N 2.97446 -0.25411 -0.66052
N 1.06679 -0.83700 0.32642
N -1.17111 0.95268 0.25693
N 0.08094 -1.54801 0.65935
C 2.05872 -1.24345 -0.45359
C -1.53627 -0.00603 -0.47926
C 0.11906 1.58015 0.08715
C -2.85747 -0.59274 -0.27050
C 2.58599 0.77656 0.07637
C 1.30344 0.60814 0.70867
H 1.22829 0.75360 1.70457
H -1.14243 -0.21375 -1.48252
H -0.37299 -1.23697 1.50327
H -3.24523 -0.50216 0.76975
H -3.49066 -0.31607 -1.10505
H 3.08813 1.62421 0.15009
H -2.92850 -1.74946 -0.31971
H 0.22098 1.71731 -0.97392
H 0.12857 2.62612 0.46654
H 1.88928 -2.13902 -0.96404
*
```

Results of the Löwdin charge analysis, in e, for atoms 1 through 5: 0.100, -0.191, -0.009, 0.077, -0.139

---

Entry x
Molecular formula: C6H10N4
Method: DFT, ωB97M-V with the def2-TZVPD basis set

Computed properties:
HOMO-LUMO gap, eV: 9.09
SMILES: [H]/N=N\[C@@H](C)C#N.CC=C=N

Structure (ORCA input):
```
! RIJCOSX wB97M-V def2-TZVPD def2/J DEFGRID3
* xyz 0 1
N 0.00933 -0.50980 -2.09797
N -0.71836 0.43251 -2.11017
N -0.77907 -0.02788 1.62883
N -2.72292 -1.63079 -0.23943
C 0.80118 -2.26817 -0.69459
C -0.43005 -1.80526 -1.50761
C -0.20691 0.92046 1.19042
C 1.36495 2.66662 1.76416
C -1.73762 -1.62544 -0.84294
C 0.47316 1.97645 0.77863
H 0.74108 -1.67171 0.16601
H 0.53314 -3.30190 -0.46246
H 1.53321 -2.14434 -1.36940
H 0.92192 2.82082 2.74536
H 0.26239 2.25713 -0.27289
H -1.63653 -0.12272 2.15406
H 1.68047 3.72382 1.42960
H 2.21964 2.19989 2.07018
H -1.77468 0.43627 -1.87209
H -0.53435 -2.32598 -2.45769
*
```

Results of the Löwdin charge analysis, in e, for atoms 1 through 5: -0.051, 0.045, 0.167, 0.163, -0.010

---

Quick one: least stable of them? entry x

---

Entry w
Molecular formula: C4H12NO2
Method: DFT, ωB97M-V with the def2-TZVPD basis set

Computed properties:
HOMO-LUMO gap, eV: 7.89

Structure (ORCA input):
```
! RIJCOSX wB97M-V def2-TZVPD def2/J DEFGRID3
* xyz 1 1
O -1.65487 -0.96555 1.86325
O 1.24500 -0.94474 2.81399
N -0.74149 0.29127 -0.30110
C 1.23906 0.80809 -1.63139
C -0.55434 -0.61018 -2.60260
C -0.17368 0.30402 -1.65181
C -0.85864 1.36917 0.36955
H -1.34190 -0.56203 -3.34479
H 1.34267 -0.88368 3.76910
H -0.96095 -0.60191 0.14169
H 1.83714 0.27748 -0.88473
H -1.82210 -1.05831 2.80996
H 1.26500 1.88462 -1.43642
H -0.81700 -1.45959 1.84381
H 1.69173 0.72455 -2.61553
H 2.15923 -0.92005 2.50642
H 0.29417 -1.24010 -2.87904
H -0.87452 2.31463 -0.13446
H -1.27452 1.27232 1.36411
*
```

Results of the Löwdin charge analysis, in e, for atoms 1 through 5: -0.061, -0.053, 0.098, -0.041, 0.121

---

Entry x
Molecular formula: C4H12NO2
Method: DFT, ωB97M-V with the def2-TZVPD basis set

Computed properties:
HOMO-LUMO gap, eV: 9.05

Structure (ORCA input):
```
! RIJCOSX wB97M-V def2-TZVPD def2/J DEFGRID3
* xyz 1 1
O 2.12357 2.23998 -4.02210
O -2.89993 -1.08635 4.63581
N -0.66783 -0.62626 0.94364
C 0.85997 -0.09228 -0.86132
C -0.06040 -0.88967 -0.33708
C 1.53721 -0.38390 -2.14521
C -0.60253 0.39195 1.70717
H -1.01546 -1.47618 1.38331
H 1.62600 2.78670 -4.64435
H -3.66397 -1.62978 4.85634
H -3.12351 -0.21186 5.00704
H 2.65545 2.87306 -3.51451
H 1.12074 0.15203 -2.99225
H 1.62092 -1.46105 -2.31761
H 2.57054 -0.01697 -2.13663
H -0.48160 -1.75590 -0.81774
H -1.07048 0.29843 2.67768
H 1.12054 0.82451 -0.33626
H -0.13109 1.29535 1.35957
*
```

Results of the Löwdin charge analysis, in e, for atoms 1 through 5: -0.062, -0.078, 0.057, -0.085, -0.063

---

Entry y
Molecular formula: C4H12NO2
Method: DFT, ωB97M-V with the def2-TZVPD basis set

Computed properties:
HOMO-LUMO gap, eV: 9.83

Structure (ORCA input):
```
! RIJCOSX wB97M-V def2-TZVPD def2/J DEFGRID3
* xyz 1 1
O 0.16871 -2.06406 -2.43483
O -2.06541 2.25366 -1.88149
N -0.18271 -0.26134 0.46039
C 1.55041 -1.27240 1.89408
C 0.56216 1.01284 2.31173
C -0.32654 0.45922 -0.58559
C 0.69328 -0.08972 1.61160
H 2.32902 -1.40212 1.13832
H -2.12763 2.31222 -2.81811
H -1.12064 0.20045 -1.26968
H 2.20489 -1.01219 2.72951
H -0.03783 1.80641 1.87607
H -0.48797 -1.23111 0.38350
H 0.97562 -2.16177 2.14388
H 0.37426 -1.99109 -3.35990
H -2.71560 2.84523 -1.51360
H 1.05317 -2.26927 -2.07883
H 0.39112 1.24699 -0.78256
H 0.92599 1.19311 3.31096
*
```

Results of the Löwdin charge analysis, in e, for atoms 1 through 5: -0.052, -0.031, 0.085, -0.024, 0.128

---

Quick one: least stable of them? entry w